# 1
Formula: C12H48F3N24O12Y
Source: OMol25
Level of theory: wB97M-V/def2-TZVPD

Cartesian coordinates (Å):
H  -21.697  -8.388  2.982
H  -25.198  -4.910  3.863
H  -20.390  -7.465  -0.467
N  -20.082  -5.556  -2.620
H  -19.796  -6.449  -2.997
N  -23.362  -10.368  0.403
H  -25.285  -12.813  -2.453
N  -23.246  -4.415  -1.265
H  -27.152  -1.055  0.958
C  -20.777  -8.470  1.130
H  -26.630  -9.795  -1.766
N  -24.232  -1.880  1.045
N  -24.469  -2.769  -1.964
H  -22.086  -4.621  2.757
H  -21.475  -10.963  2.084
H  -23.607  -10.191  1.366
H  -29.909  -5.231  -1.930
N  -26.311  -1.608  0.869
H  -21.214  -9.328  -2.745
O  -22.479  -4.022  5.153
N  -25.919  -8.831  3.951
C  -24.432  -3.947  -1.424
H  -21.767  -13.305  4.467
H  -30.985  -6.396  2.545
H  -25.800  -10.834  -2.901
H  -26.399  -8.016  4.304
O  -23.178  -9.714  -4.251
H  -29.811  -2.679  -0.320
N  -21.755  -8.405  1.974
H  -30.003  -7.838  2.011
H  -26.341  -2.592  0.647
H  -22.652  -8.136  1.594
O  -28.000  -6.580  1.545
H  -21.756  -12.598  2.608
N  -24.108  -8.313  -2.795
F  -25.695  -4.752  1.859
N  -25.737  -12.671  -1.561
H  -19.976  -3.709  -0.228
F  -26.892  -7.760  -1.536
N  -30.133  -6.881  2.305
H  -23.438  -9.576  -0.220
H  -24.019  -7.903  -1.876
H  -28.570  -4.302  2.674
O  -25.325  -4.608  -1.155
H  -28.481  -2.928  0.777
H  -25.771  -10.890  3.325
H  -25.442  -9.536  4.494
N  -25.597  -10.362  2.481
N  -21.634  -11.621  2.834
H  -30.041  -4.876  3.367
H  -22.120  -12.224  5.807
H  -22.306  -10.952  -1.680
C  -23.112  -9.003  -3.265
H  -23.537  -2.377  -1.967
O  -26.053  -8.258  1.642
N  -21.128  -7.899  0.069
N  -29.295  -5.006  2.698
H  -23.355  -1.606  1.464
H  -22.241  -8.457  -1.622
H  -24.918  -4.455  5.528
H  -24.494  -2.842  0.882
C  -23.331  -4.310  4.347
H  -25.323  -13.157  -0.779
N  -22.772  -11.656  -1.126
N  -24.559  -4.689  4.613
N  -26.209  -10.685  -1.989
H  -22.495  -12.543  -1.523
O  -19.667  -8.969  1.443
H  -22.040  -7.480  0.180
N  -22.053  -12.400  4.814
O  -23.562  -12.567  0.800
Y  -26.108  -6.393  0.151
N  -29.098  -3.284  0.061
H  -22.476  -4.095  -1.836
H  -20.288  -3.249  -1.825
C  -23.224  -11.600  0.076
H  -23.887  -4.696  2.597
N  -23.024  -4.691  3.122
C  -29.019  -6.168  2.137
O  -26.884  -11.521  0.012
H  -30.681  -3.739  -1.401
O  -22.226  -10.228  4.461
C  -26.371  -11.658  -1.117
H  -25.642  -10.819  1.582
F  -23.929  -7.160  0.158
N  -19.936  -3.964  -1.205
C  -21.996  -11.332  4.015
C  -25.827  -9.074  2.585
N  -29.851  -4.292  -1.562
H  -24.944  -8.171  -3.344
H  -20.566  -4.910  -3.227
C  -25.184  -1.039  1.144
H  -23.237  -5.360  -0.910
C  -28.810  -4.188  -0.797
N  -22.132  -9.040  -2.439
H  -25.174  -2.045  -1.955
C  -19.861  -5.272  -1.411
O  -25.039  0.097  1.546
O  -27.887  -4.973  -0.572
O  -19.293  -6.109  -0.766

The energy above the lowest of the compared OMol25 structures with the same formula, charge and spin comes out at 196.8 kJ/mol. The calculation puts the HOMO energy at -8.4947 eV. Its spin multiplicity is 1. The calculation puts the total energy at -82764.089 eV. The LUMO energy comes out at -0.634 eV. The value obtained for the maximum force is 10.1 eV/A.



# 2
Formula: C3H5BrIN
Source: OMol25
Level of theory: wB97M-V/def2-TZVPD

Cartesian coordinates (Å):
C  -1.067  1.148  -1.235
H  0.434  -1.696  -1.531
Br  -0.900  2.232  0.548
I  -1.831  -1.900  0.074
H  1.978  -0.667  -0.174
H  0.670  0.154  0.757
C  0.985  -0.789  0.353
H  -2.214  2.296  -2.497
H  1.032  -1.575  1.091
N  -1.643  1.443  -2.244
C  0.034  -1.424  -0.563

The energy above the lowest of the compared OMol25 structures with the same formula, charge and spin comes out at 331.7 kJ/mol. The calculation puts the HOMO energy (spin up / spin down) at -7.6745 / -8.7742 eV. Its spin multiplicity is 1. The calculation puts the total energy at -82820.961 eV. The LUMO energy (spin up / spin down) comes out at -1.642 / -0.005 eV. The value obtained for the maximum force is 1.9 eV/A.



# 3
Formula: C31H17Cl5GeN2PtS2
Source: OMol25
Level of theory: wB97M-V/def2-TZVPD

Cartesian coordinates (Å):
C  -2.360  3.131  4.837
C  -3.005  -3.254  3.554
H  -2.497  0.221  1.945
C  0.764  -1.407  3.781
Cl  -2.906  1.007  -1.129
C  -2.956  3.919  2.655
H  1.625  1.874  4.200
H  2.640  0.985  3.030
H  1.756  -0.972  3.822
C  0.273  3.371  -0.975
H  -0.810  -4.265  4.722
C  1.555  -4.746  1.345
H  -2.498  3.139  5.912
Cl  -2.149  6.151  -2.500
C  -1.823  2.349  -1.278
H  -3.879  4.603  4.468
C  -2.004  3.076  2.093
H  -3.557  4.550  2.012
C  0.225  -4.934  0.926
Cl  -3.991  3.655  -2.276
H  2.079  2.617  2.659
Ge  0.180  0.980  2.301
H  -5.005  -3.120  2.842
C  -0.652  -3.280  4.297
C  -1.735  -2.632  3.651
S  2.204  -0.866  0.569
C  -3.849  -1.360  2.339
H  -1.887  3.069  1.021
C  -0.504  2.214  -0.842
C  0.568  -2.680  4.366
C  -1.410  2.295  4.269
C  -3.136  3.949  4.029
N  -0.991  -7.186  1.279
H  -3.136  -4.237  3.992
C  1.809  1.678  3.143
Pt  0.526  0.588  -0.077
S  -0.815  -1.347  -0.519
H  -1.491  -4.024  0.038
Cl  0.828  5.960  -1.597
Cl  1.941  3.298  -0.464
C  -1.526  4.667  -1.883
H  -0.826  1.651  4.919
C  -2.339  3.543  -1.785
C  -0.198  4.578  -1.476
H  1.400  -3.181  4.847
C  -0.440  -6.189  1.122
H  3.157  -3.349  1.546
C  2.290  -5.806  1.972
C  -0.464  -3.882  0.349
H  -4.665  -0.875  1.818
C  2.145  -3.503  1.195
C  -1.538  -1.356  3.073
C  -4.039  -2.635  2.914
C  1.446  -2.434  0.635
C  -1.212  2.252  2.887
C  0.129  -2.626  0.187
C  -2.634  -0.744  2.415
N  2.886  -6.643  2.489
C  -0.248  -0.742  3.139

The energy above the lowest of the compared OMol25 structures with the same formula, charge and spin comes out at 21.8 kJ/mol. Its expectation value of S² is 0.755. As for the net charge: -1. The calculation puts the HOMO energy (spin up / spin down) at -4.7137 / -5.2366 eV. Its spin multiplicity is 2. The calculation puts the total energy at -179453.012 eV. The LUMO energy (spin up / spin down) comes out at 1.928 / 1.450 eV. The value obtained for the maximum force is 0.5 eV/A.



# 4
Formula: C7H10
Source: OMol25
Level of theory: wB97M-V/def2-TZVPD

Cartesian coordinates (Å):
H  -2.263  1.832  0.106
H  -0.988  -0.129  -2.152
H  0.316  -1.018  -1.173
H  2.581  0.508  -0.656
C  2.054  -0.058  0.119
H  -2.516  -0.846  0.117
C  -1.437  1.138  0.069
C  0.540  0.053  0.009
H  2.359  0.362  1.092
C  -0.361  -0.816  0.888
C  -0.133  1.394  0.030
H  -0.422  -0.486  1.928
C  -1.521  -0.413  -0.034
H  2.415  -1.094  0.099
H  -0.142  -1.890  0.823
C  -0.743  -0.753  -1.292
H  0.408  2.332  0.002

The energy above the lowest of the compared OMol25 structures with the same formula, charge and spin comes out at 458.5 kJ/mol. The calculation puts the HOMO energy at -7.2960 eV. Its spin multiplicity is 1. The calculation puts the total energy at -7416.283 eV. The LUMO energy comes out at 0.954 eV. The value obtained for the maximum force is 2.2 eV/A.



Question: Which value of energy above the lowest of the compared OMol25 structures with the same formula, charge and spin does entry 2 give?
Answer: 331.7 kJ/mol



What did the fourth record say?
Formula: C7H10
Source: OMol25
Level of theory: wB97M-V/def2-TZVPD

Cartesian coordinates (Å):
H  -2.263  1.832  0.106
H  -0.988  -0.129  -2.152
H  0.316  -1.018  -1.173
H  2.581  0.508  -0.656
C  2.054  -0.058  0.119
H  -2.516  -0.846  0.117
C  -1.437  1.138  0.069
C  0.540  0.053  0.009
H  2.359  0.362  1.092
C  -0.361  -0.816  0.888
C  -0.133  1.394  0.030
H  -0.422  -0.486  1.928
C  -1.521  -0.413  -0.034
H  2.415  -1.094  0.099
H  -0.142  -1.890  0.823
C  -0.743  -0.753  -1.292
H  0.408  2.332  0.002

The energy above the lowest of the compared OMol25 structures with the same formula, charge and spin comes out at 458.5 kJ/mol. The calculation puts the HOMO energy at -7.2960 eV. Its spin multiplicity is 1. The calculation puts the total energy at -7416.283 eV. The LUMO energy comes out at 0.954 eV. The value obtained for the maximum force is 2.2 eV/A.



Question: Number 4 is which compound?
Answer: C7H10



Question: Which of these has the highest energy above the lowest of the compared OMol25 structures with the same formula, charge and spin?
Answer: C7H10